#a
Density functional theory data (wB97M-V/def2-TZVPD) for an isolated ion of composition C10H17N2 and charge +1.

The total charge is +1. The lowest unoccupied orbital energy is -6.71 eV. Its spin multiplicity is 1.

Atoms and positions in Å:
C 0.3394 -1.1066 0.1957
C 0.2825 1.2057 -0.2995
C -0.4819 -0.0050 0.0079
C 2.3474 0.1710 0.0489
C 3.3616 -0.1922 -1.0733
C 3.2024 0.3318 1.2824
C -2.5844 -1.2318 0.7351
C -2.2719 -0.1069 -1.4353
C -2.5453 1.2593 0.6092
C -1.9483 -0.0604 0.0671
N 1.6279 -1.0166 0.2580
N 1.5845 1.2662 -0.2550
H -0.1256 -2.1256 0.1903
H -0.3467 2.0607 -0.6716
H 4.1665 0.5140 -1.0222
H 2.8944 -0.1323 -2.0048
H 3.7380 -1.1654 -0.9874
H 4.0038 1.0346 1.1082
H 3.6351 -0.6204 1.5983
H 2.7274 0.6952 2.2438
H -2.0812 -2.2136 0.6744
H -2.8634 -1.1618 1.7838
H -3.5614 -1.5432 0.1317
H -1.4231 -0.5046 -1.9905
H -3.1268 -0.8021 -1.6380
H -2.5808 0.9004 -1.8441
H -2.0230 1.3286 1.6307
H -2.3433 2.0610 -0.0875
H -3.6040 1.1600 0.7438


#b
Density functional theory data (wB97M-V/def2-TZVPD) for an isolated ion of composition C10H17N2 and charge +1.

Its SMILES is CC1(C)NCC[C@@H]1[N+]1=CC=CC1. The total charge is +1. The lowest unoccupied orbital energy is -4.44 eV. Its spin multiplicity is 1.

Atoms and positions in Å:
C -0.5430 3.3742 -0.2551
C 0.0100 3.0552 0.9509
C -0.4216 2.1740 -1.0313
C 0.5986 1.7008 0.9658
C 1.7972 -0.7347 -0.4736
C 1.5163 -1.7911 0.5870
C 0.4541 -0.1092 -0.8216
C -0.6850 -1.1688 -0.0024
C -2.0249 -0.5055 0.4804
C -0.8102 -2.2868 -1.0371
N 0.1519 1.2173 -0.3235
N 0.2135 -1.3727 1.0849
H -0.9060 4.3113 -0.6449
H 0.1406 3.6829 1.8290
H -0.6761 1.9614 -2.0473
H 1.6249 1.9563 1.0297
H 2.4238 0.1080 -0.0456
H 2.2940 -1.0518 -1.4701
H 1.4010 -2.7249 0.0752
H 2.1926 -1.7564 1.4705
H 0.3967 -0.0090 -1.8715
H -2.2711 0.2114 -0.2594
H -1.9206 0.0799 1.4213
H -2.6979 -1.3401 0.6093
H -0.8727 -3.2672 -0.5677
H 0.0074 -2.5004 -1.6986
H -1.6664 -2.2854 -1.6146
H -0.1244 -1.9071 1.8754
H 0.3973 0.9783 1.7848


#c
Density functional theory data (wB97M-V/def2-TZVPD) for a 2-piece molecular cluster, C10H17N2 overall.

The total charge is +1. The lowest unoccupied orbital energy is -4.92 eV. Its spin multiplicity is 1.

Atoms and positions in Å:
C -1.0555 -1.4138 -0.0393
C -0.5957 -1.2834 1.0836
C 2.0591 -0.9300 5.1742
C -2.1142 0.8209 -2.7578
C -1.3313 -0.3487 -2.2698
C -0.9704 1.0536 -1.8401
C 0.5930 3.0624 -2.0100
C -1.9498 -1.1774 -1.2598
C 0.2541 1.6222 -2.4701
C 0.3503 -1.4892 2.0645
N 2.3105 -1.0699 3.9345
N 0.9740 -2.6371 2.2544
H 2.7582 -0.3973 5.8496
H 1.1629 -1.4891 5.4770
H -2.0654 1.3302 -3.6729
H -3.1327 1.2019 -2.3923
H -0.6196 -0.7074 -3.0588
H -1.1456 1.3828 -0.8760
H 1.4651 3.0454 -1.2608
H -0.2395 3.5077 -1.5103
H 0.8434 3.6605 -2.8677
H -2.8619 -0.6984 -0.8008
H -2.4274 -2.1231 -1.6798
H 1.2032 0.8744 -2.3506
H 0.0291 1.5310 -3.5558
H 0.4704 -0.6388 2.7366
H 1.9283 -2.5528 2.8082
H 3.1782 -0.6681 3.6265
H 0.9291 -3.4683 1.6638


Bottom line: #b, by a margin of 43.6 kcal/mol.


#a
Density functional theory data (wB97M-V/def2-TZVPD) for C46H40N3O3PS2SeSr as an isolated structure.

The lowest unoccupied orbital energy is -0.06 eV. Its spin multiplicity is 1.

Atoms and positions in Å:
Sr 0.9556 0.8712 0.5267
O 0.7308 0.4308 2.8791
S 0.5593 0.3684 4.3597
C -0.7296 1.6071 4.7548
C -1.6637 1.9173 3.5944
C -2.7346 0.8648 3.3069
C -3.5958 1.2822 2.1180
S -2.9345 0.6592 0.5264
O -1.4670 0.4934 0.7313
C -3.6128 -1.0010 0.6190
C -4.9824 -1.1918 0.4847
C -5.4875 -2.4809 0.4558
C -4.6213 -3.5665 0.5369
C -3.2543 -3.3608 0.6492
C -2.7399 -2.0703 0.6898
C -0.3476 -1.1437 4.6958
C -0.4400 -2.0842 3.6850
C -1.0963 -3.2803 3.9473
C -1.6383 -3.5248 5.2005
C -1.5124 -2.5799 6.2130
C -0.8535 -1.3867 5.9668
H -0.1624 2.4977 5.0308
H -1.2558 1.2528 5.6423
H -1.0737 2.0879 2.6921
H -2.1552 2.8671 3.8238
H -3.3743 0.7398 4.1842
H -2.2756 -0.1041 3.1049
H -3.6272 2.3691 2.0127
H -4.6198 0.9173 2.1854
H -5.6494 -0.3417 0.3874
H -6.5528 -2.6420 0.3549
H -5.0161 -4.5737 0.4997
H -2.5747 -4.2026 0.6900
H -1.6724 -1.8967 0.7521
H -0.0015 -1.8958 2.7099
H -1.1733 -4.0202 3.1619
H -2.1500 -4.4581 5.3967
H -1.9209 -2.7760 7.1956
H -0.7367 -0.6579 6.7611
C 5.3032 -0.3907 -1.2976
C 6.2677 0.3740 -0.6635
C 5.8749 1.3164 0.2701
C 4.5211 1.4763 0.5523
N 3.5949 0.7318 -0.0611
C 3.9785 -0.1738 -0.9593
C 4.0211 2.4875 1.5250
C 4.8725 3.3363 2.2236
C 4.3351 4.2861 3.0769
C 2.9614 4.3738 3.2067
C 2.1868 3.4796 2.4857
N 2.6937 2.5552 1.6787
H 5.5624 -1.1376 -2.0345
H 7.3169 0.2414 -0.8929
H 6.6229 1.9188 0.7633
H 3.1802 -0.7468 -1.4181
H 5.9438 3.2730 2.1047
H 4.9850 4.9594 3.6203
H 2.4915 5.1240 3.8258
H 1.1045 3.5290 2.5408
O 0.5980 -2.2123 0.5588
C 0.8672 -1.5779 -0.4794
C 0.9510 -2.3713 -1.7597
C 1.1196 -3.7556 -1.7706
C 1.2524 -4.4361 -2.9676
C 1.2173 -3.7315 -4.1671
C 1.0463 -2.3546 -4.1686
C 0.9166 -1.6595 -2.9656
P 0.6672 0.1601 -2.8371
C 1.0200 0.6581 -4.5750
C 0.0830 0.6641 -5.6073
C 0.4549 1.0260 -6.8951
C 1.7681 1.3822 -7.1693
C 2.7079 1.3847 -6.1490
C 2.3321 1.0340 -4.8604
C -1.1599 0.2935 -2.8299
C -2.0261 -0.7965 -2.8415
C -3.4016 -0.6001 -2.9012
C -3.9222 0.6841 -2.9547
C -3.0654 1.7782 -2.9166
C -1.6951 1.5848 -2.8387
H 1.1454 -4.2719 -0.8177
H 1.3854 -5.5115 -2.9761
H 1.3235 -4.2589 -5.1071
H 1.0217 -1.8226 -5.1109
H -0.9430 0.3836 -5.4039
H -0.2839 1.0283 -7.6867
H 2.0557 1.6657 -8.1737
H 3.7311 1.6733 -6.3547
H 3.0623 1.0579 -4.0581
H -1.6287 -1.8041 -2.8224
H -4.0642 -1.4575 -2.9110
H -4.9934 0.8351 -3.0111
H -3.4640 2.7846 -2.9369
H -1.0288 2.4381 -2.7847
Se 0.1700 5.8593 0.5692
C 0.1990 4.1818 -0.0238
N 0.2199 3.0642 -0.3679


#b
Density functional theory data (wB97M-V/def2-TZVPD) for C46H40N3O3PS2SeSr as an isolated structure.

The lowest unoccupied orbital energy is -0.30 eV. Its spin multiplicity is 1.

Atoms and positions in Å:
Sr -0.5009 0.1385 -0.3706
O 0.7735 2.0596 -1.5402
S 2.2658 2.0785 -1.7696
C 2.6149 0.8954 -3.0990
C 2.1336 1.2175 -4.5079
C 0.6338 1.5121 -4.6925
C -0.2211 0.4109 -5.3091
S -0.7515 -0.9092 -4.1597
O -0.7387 -0.2407 -2.8128
C 0.6974 -1.9562 -4.2269
C 1.3496 -2.2732 -3.0497
C 2.4535 -3.1139 -3.0887
C 2.8684 -3.6579 -4.2941
C 2.1768 -3.3696 -5.4656
C 1.0838 -2.5198 -5.4361
C 2.5904 3.5940 -2.6631
C 3.9067 3.9286 -2.9482
C 4.1765 5.1165 -3.6089
C 3.1354 5.9668 -3.9639
C 1.8245 5.6297 -3.6578
C 1.5484 4.4372 -3.0015
H 2.2067 -0.0225 -2.6773
H 3.7009 0.7748 -3.0742
H 2.4293 0.3800 -5.1475
H 2.6993 2.0807 -4.8650
H 0.5357 2.3718 -5.3601
H 0.1860 1.8026 -3.7427
H 0.2520 -0.0696 -6.1663
H -1.1689 0.8332 -5.6487
H 1.0165 -1.8765 -2.1011
H 2.9770 -3.3322 -2.1678
H 3.7244 -4.3196 -4.3230
H 2.4857 -3.8130 -6.4032
H 0.5331 -2.3140 -6.3465
H 4.7131 3.2692 -2.6468
H 5.1993 5.3837 -3.8401
H 3.3496 6.8968 -4.4743
H 1.0155 6.2958 -3.9293
H 0.5376 4.1526 -2.7378
C -2.0301 4.6634 -0.4059
C -2.4321 4.8734 0.9026
C -2.7126 3.7810 1.7064
C -2.5931 2.5036 1.1721
N -2.1543 2.3010 -0.0758
C -1.8849 3.3558 -0.8417
C -2.9671 1.2860 1.9474
C -3.8502 1.3522 3.0150
C -4.1711 0.1865 3.6920
C -3.6047 -1.0058 3.2793
C -2.7468 -0.9875 2.1889
N -2.4365 0.1313 1.5363
H -1.8074 5.4882 -1.0689
H -2.5184 5.8767 1.2996
H -3.0018 3.9195 2.7389
H -1.5322 3.1363 -1.8420
H -4.2914 2.2936 3.3097
H -4.8599 0.2130 4.5264
H -3.8282 -1.9399 3.7751
H -2.2924 -1.8929 1.8036
O 2.9083 -0.8154 -0.5623
C 2.1051 -0.4788 0.3211
C 2.5998 -0.6646 1.7481
C 3.5220 -1.6543 2.0791
C 3.9120 -1.8383 3.3944
C 3.3976 -1.0161 4.3926
C 2.4909 -0.0170 4.0735
C 2.0742 0.1497 2.7533
P 0.8970 1.4277 2.2028
C 1.9956 2.7617 1.6021
C 3.3839 2.7021 1.6584
C 4.1534 3.7385 1.1420
C 3.5445 4.8457 0.5703
C 2.1570 4.9146 0.5123
C 1.3937 3.8757 1.0186
C 0.2900 2.1199 3.7916
C 0.6474 3.3628 4.3084
C 0.0918 3.8181 5.4973
C -0.8176 3.0332 6.1920
C -1.1731 1.7877 5.6913
C -0.6298 1.3410 4.4964
H 3.9183 -2.2694 1.2800
H 4.6199 -2.6175 3.6506
H 3.7060 -1.1534 5.4215
H 2.1057 0.6260 4.8558
H 3.8687 1.8365 2.0927
H 5.2336 3.6760 1.1863
H 4.1452 5.6489 0.1621
H 1.6741 5.7706 0.0564
H 0.3130 3.9214 0.9564
H 1.3646 3.9791 3.7813
H 0.3801 4.7863 5.8871
H -1.2440 3.3878 7.1218
H -1.8790 1.1653 6.2274
H -0.9174 0.3691 4.1058
Se -2.1730 -3.8773 -2.6018
C -1.5793 -2.9785 -1.1723
N -1.1961 -2.3637 -0.2546


Bottom line: #b, by a margin of 1.7 kcal/mol.


#a
Density functional theory data (wB97M-V/def2-TZVPD) for C32H58CoN3O2P2 as an isolated structure.

The total charge is +1. The lowest unoccupied orbital energy (spin up / spin down) is -1.74 / -4.01 eV. Its expectation value of S² is 3.8228. Its spin multiplicity is 4.

Atoms and positions in Å:
C 0.5784 2.3555 1.3892
C -0.8225 0.8195 2.5434
C 0.4961 3.2723 2.4386
C -0.7798 1.6618 3.6837
C -0.1608 2.8948 3.6115
H 0.9655 4.2485 2.3378
H -1.3067 1.3201 4.5710
H -0.1899 3.5819 4.4550
N -0.0662 1.1771 1.4404
P 2.0617 1.0458 -0.5632
P -2.0341 -1.0968 0.9191
C 1.4020 2.6323 0.1338
H 0.7696 3.1103 -0.6315
H 2.2113 3.3359 0.3632
C 0.2452 -1.5388 -0.7949
O 0.3858 -2.5459 -1.3736
C -1.6685 -0.3119 2.4604
H -2.1654 -0.6283 3.3831
C -3.6987 -0.3398 0.3219
C -2.3947 -2.9040 1.4508
C 2.5155 1.3642 -2.3829
C 3.6630 0.8774 0.5004
C -3.8412 -0.6856 -1.1700
H -3.6943 -1.7563 -1.3697
H -4.8541 -0.4125 -1.5099
H -3.1126 -0.1229 -1.7680
C -4.9188 -0.8580 1.0962
H -5.1028 -1.9289 0.9616
H -4.8508 -0.6314 2.1667
H -5.8091 -0.3365 0.7110
C -3.6411 1.1821 0.4952
H -4.6366 1.6050 0.2842
H -3.3593 1.4670 1.5161
H -2.9284 1.6342 -0.2032
C -3.0734 -3.6531 0.2944
H -2.4727 -3.5722 -0.6209
H -3.1385 -4.7191 0.5594
H -4.0908 -3.3081 0.0844
C -1.0446 -3.5746 1.7045
H -0.4503 -3.6312 0.7878
H -0.4572 -3.0421 2.4578
H -1.2123 -4.6014 2.0621
C -3.2136 -3.0479 2.7402
H -4.2172 -2.6225 2.6853
H -3.3323 -4.1244 2.9398
H -2.6993 -2.6098 3.6006
C 4.4286 -0.3728 0.0509
H 5.3165 -0.4848 0.6936
H 3.8114 -1.2720 0.1571
H 4.7785 -0.3205 -0.9849
C 3.2686 0.6895 1.9699
H 2.7786 1.5781 2.3854
H 2.6078 -0.1752 2.1013
H 4.1833 0.5042 2.5558
C 4.5980 2.0981 0.4359
H 5.2949 2.0279 1.2855
H 5.2104 2.1192 -0.4709
H 4.0736 3.0535 0.5302
C 1.7557 2.5852 -2.9080
H 2.0558 3.5070 -2.3928
H 1.9863 2.7101 -3.9768
H 0.6721 2.4637 -2.8181
C 2.0581 0.0996 -3.1301
H 0.9647 0.0096 -3.1181
H 2.3840 0.1679 -4.1775
H 2.4925 -0.8125 -2.6949
C 4.0043 1.6039 -2.6674
H 4.3763 2.5184 -2.1919
H 4.6461 0.7578 -2.4001
H 4.1143 1.7455 -3.7549
Co -0.0639 0.0222 -0.1233
N -0.8933 1.0334 -1.5353
C -1.5057 1.7193 -2.2662
C -2.3639 2.4338 -3.2916
C -3.5997 3.0129 -2.6048
C -1.5908 3.5783 -3.9482
C -2.7843 1.4386 -4.3711
H -4.2180 2.2158 -2.1727
H -3.3015 3.7183 -1.8160
H -4.2129 3.5587 -3.3375
H -0.7485 3.1960 -4.5357
H -2.2610 4.1201 -4.6331
H -1.2274 4.2895 -3.1967
H -3.4055 1.9445 -5.1242
H -1.8954 1.0325 -4.8749
H -3.3689 0.6167 -3.9402
C 2.8338 -3.5268 3.5660
N 2.9501 -3.6692 2.1198
C 3.6645 -4.8219 1.5919
C 2.2973 -2.8560 1.2693
O 1.5298 -1.9329 1.6216
H 3.8309 -3.4495 4.0207
H 2.3449 -4.4085 4.0043
H 2.2531 -2.6238 3.7850
H 2.9711 -5.4995 1.0705
H 4.4238 -4.4978 0.8668
H 4.1428 -5.3548 2.4180
H 2.4825 -3.0737 0.1959


#b
Density functional theory data (wB97M-V/def2-TZVPD) for C32H58CoN3O2P2 as an isolated structure.

The total charge is +1. The lowest unoccupied orbital energy (spin up / spin down) is -2.37 / -3.20 eV. Its expectation value of S² is 3.7773. Its spin multiplicity is 4.

Atoms and positions in Å:
C -1.2697 -2.3293 -2.2087
C 0.9632 -1.5746 -2.3141
C -0.9923 -3.4152 -3.0298
C 1.3170 -2.8478 -2.7802
C 0.3390 -3.7176 -3.2693
H -1.8196 -3.9933 -3.4487
H 2.3666 -3.1268 -2.7763
H 0.5760 -4.6405 -3.7906
N -0.3172 -1.4384 -1.8564
P -2.8282 -0.7611 -0.5080
P 2.8135 0.6151 -1.0146
C -2.7082 -1.9938 -1.8712
H -3.1600 -1.5425 -2.7730
H -3.2798 -2.9132 -1.6612
C -0.9595 0.9089 0.7960
O -1.0103 1.5150 1.7957
C 1.8073 -0.3029 -2.5694
H 2.6213 -0.6087 -3.2355
C 4.1655 1.6940 -1.9716
C 3.2526 0.1764 0.7724
C -4.1915 0.5222 -0.8321
C -3.2961 -1.8541 0.9627
C 3.5254 3.0895 -2.0270
H 3.5046 3.5700 -1.0427
H 4.1075 3.7256 -2.7097
H 2.4906 3.0393 -2.3880
C 5.5356 1.7545 -1.2640
H 5.4884 2.0901 -0.2202
H 6.0649 0.7875 -1.3104
H 6.1641 2.4918 -1.7948
C 4.4534 1.2189 -3.4089
H 4.7799 2.0621 -4.0384
H 5.2345 0.4569 -3.4706
H 3.5750 0.8226 -3.9079
C 3.6313 1.4485 1.5626
H 2.7554 2.1017 1.7145
H 3.9848 1.1633 2.5656
H 4.4099 2.0560 1.0964
C 2.0803 -0.4405 1.5564
H 1.2205 0.2422 1.6436
H 1.7378 -1.3907 1.1243
H 2.4135 -0.6421 2.5887
C 4.3461 -0.8634 0.5698
H 5.2929 -0.4085 0.2947
H 4.4793 -1.4224 1.4948
H 4.0711 -1.5780 -0.2086
C -3.4955 -0.9686 2.2036
H -3.7093 -1.6111 3.0709
H -2.5950 -0.3747 2.4271
H -4.3587 -0.3058 2.0858
C -2.0837 -2.7662 1.2253
H -1.8213 -3.3747 0.3488
H -1.1989 -2.2066 1.5625
H -2.3420 -3.4496 2.0494
C -4.5167 -2.7722 0.7846
H -4.6084 -3.3434 1.7202
H -5.4615 -2.2463 0.6308
H -4.3822 -3.4914 -0.0302
C -3.8561 1.3137 -2.1050
H -3.7161 0.6911 -2.9971
H -4.6911 1.9979 -2.3001
H -2.9550 1.9303 -1.9900
C -4.2276 1.5176 0.3335
H -3.2724 2.0258 0.4813
H -4.9958 2.2686 0.1312
H -4.4925 1.0668 1.2853
C -5.5423 -0.1998 -0.9790
H -5.4980 -1.0747 -1.6467
H -5.9453 -0.5168 -0.0064
H -6.2784 0.4978 -1.4081
Co -0.8215 0.1086 -0.7589
N 0.1862 1.1297 -1.7805
C 0.9591 0.8301 -2.7765
C 0.6034 1.6331 -4.0826
C 1.7440 1.8378 -5.0547
C -0.4256 0.7500 -4.8042
C 0.0682 3.0304 -3.6989
H 2.4695 2.5636 -4.6926
H 2.2344 0.9050 -5.3172
H 1.3741 2.2486 -6.0005
H -1.3304 0.5669 -4.1940
H -0.7401 1.2073 -5.7619
H 0.0593 -0.2239 -5.0190
H -0.3971 3.5381 -4.5597
H -0.6696 2.9815 -2.8840
H 0.9057 3.6596 -3.3563
C 0.6514 -2.9772 5.5108
N -0.1898 -1.7856 5.5593
C -0.5501 -1.2646 6.8702
C -0.4716 -1.0920 4.4322
O -0.1576 -1.4453 3.2867
H 0.2235 -3.7250 6.1934
H 1.6717 -2.7432 5.8577
H 0.6828 -3.3586 4.4864
H 0.3245 -0.8418 7.3863
H -1.3064 -0.4860 6.7291
H -0.9539 -2.0801 7.4821
H -1.0289 -0.1479 4.6296


Bottom line: #a, by a margin of 99.7 kcal/mol.